A cluster of 6 separate species, C5H22NO7 in total in a non-equilibrium geometry. Source: the OMol25 dataset; level of theory: the ωB97M-V functional and the def2-TZVPD basis.

energy above the lowest of the compared OMol25 structures with the same formula, charge and spin = 80.1 kcal/mol
frontier orbital gap = 10.02 eV
total charge = +1

```
35
C5H22NO7 the ωB97M-V functional and the def2-TZVPD basis
C 2.554 -0.942 -0.239
O 2.463 0.081 -1.248
C 1.376 -0.984 0.742
C 1.243 0.496 1.568
C -0.016 0.725 2.555
C -0.094 -0.370 3.586
O 0.018 -1.514 3.292
N 0.043 -1.234 0.051
H 2.614 -1.914 -0.764
H 3.560 -0.595 0.306
H 1.767 -0.091 -1.852
H 1.680 -1.764 1.522
H 1.417 1.228 0.682
H 2.017 0.323 2.342
H 0.093 1.687 3.023
H -0.875 1.002 1.974
H -0.414 -0.216 4.703
H -0.298 -0.315 -0.283
H 0.178 -1.771 -0.926
H -0.709 -1.745 0.707
H -3.452 1.256 -2.451
H -3.458 0.966 -0.866
O -2.995 1.382 -1.547
H -3.641 -2.383 0.200
H -3.302 -0.881 -0.088
O -2.988 -1.739 -0.026
H 0.108 3.593 -0.776
H -1.417 3.163 -0.711
O -0.628 3.393 -0.250
H -0.538 -3.443 -2.885
H -1.818 -2.588 -2.492
O -0.955 -2.921 -2.224
H 1.676 2.908 -3.030
H 2.875 2.611 -2.411
O 1.916 2.597 -2.183
```



A structure of composition C20H17N2O2PPd in a non-equilibrium geometry. Source: the OMol25 dataset; level of theory: the ωB97M-V functional and the def2-TZVPD basis.

frontier orbital gap = 3.30 eV
total charge = -2

```
43
C20H17N2O2PPd the ωB97M-V functional and the def2-TZVPD basis
Pd -0.163 -2.627 0.083
O 2.396 -4.134 0.101
N 1.939 -2.753 0.018
C 2.982 -1.933 0.247
C 2.922 -0.565 0.266
C 4.149 0.177 0.397
C 4.235 1.528 0.344
C 3.032 2.317 0.133
C 1.839 1.669 0.033
C 1.679 0.250 0.129
P 0.069 -0.391 0.083
C -0.951 0.458 1.384
C -2.331 0.247 1.429
C -3.102 0.797 2.441
C -2.503 1.564 3.436
C -1.130 1.762 3.412
C -0.360 1.208 2.394
C -0.748 0.352 -1.422
C -1.498 1.525 -1.442
C -2.005 2.036 -2.633
C -1.773 1.376 -3.830
C -1.023 0.204 -3.825
C -0.517 -0.296 -2.638
H 1.578 -4.611 -0.083
H 3.946 -2.416 0.406
H 5.058 -0.410 0.523
H 5.201 2.017 0.434
H 3.082 3.397 0.055
H 0.945 2.273 -0.118
H -2.792 -0.381 0.672
H -4.171 0.616 2.463
H -3.104 1.992 4.232
H -0.653 2.349 4.190
H 0.716 1.346 2.371
H -1.690 2.055 -0.516
H -2.585 2.953 -2.621
H -2.172 1.769 -4.759
H -0.838 -0.325 -4.754
H 0.067 -1.211 -2.628
N -3.075 -3.759 0.141
C -1.862 -3.610 -0.155
H -3.875 -4.332 -0.026
O -0.913 -4.482 -0.369
```



A cluster of 2 separate species, CH2O3S2 in total in a non-equilibrium geometry. Source: the OMol25 dataset; level of theory: the ωB97M-V functional and the def2-TZVPD basis.

energy above the lowest of the compared OMol25 structures with the same formula, charge and spin = 55.1 kcal/mol
frontier orbital gap = 8.39 eV

```
8
CH2O3S2 the ωB97M-V functional and the def2-TZVPD basis
C 0.966 0.726 1.279
O -1.066 -1.322 -1.069
O -1.942 0.715 -0.345
O 0.443 -0.498 1.162
S 1.488 1.423 -0.197
S -1.731 -0.643 0.043
H 0.604 -0.891 0.328
H 1.239 0.491 -1.201
```



An isolated molecule of C4H6O2. Source: the OMol25 dataset; level of theory: the ωB97M-V functional and the def2-TZVPD basis.

SMILES = CO/C=C1\CO1
energy above the lowest of the compared OMol25 structures with the same formula, charge and spin = 77.6 kcal/mol
frontier orbital gap = 9.35 eV

```
12
C4H6O2 the ωB97M-V functional and the def2-TZVPD basis
C 0.773 1.642 -0.246
O -0.538 1.448 -0.735
C -1.212 0.358 -0.269
C -0.697 -0.789 0.136
C 0.237 -1.854 0.360
O -1.191 -1.991 0.567
H 0.742 2.067 0.765
H 1.347 0.710 -0.224
H 1.262 2.342 -0.927
H -2.290 0.488 -0.291
H 0.618 -2.405 -0.498
H 0.842 -1.904 1.262
```